1.
A 2-piece molecular cluster, C3H3NS overall at a distorted geometry, computed with the ωB97M-V functional and the def2-TZVPD basis.

ΔE to the lowest compared entry with this formula, charge and spin: 84.8 kcal/mol
2S+1: 1
SMILES: C#CC#N.S
orbital gap: 9.8 eV
E_tot: -15480.0795 eV

The geometry in XYZ format:
```
8
Properties=species:S:1:pos:R:3:forces:R:3
C 2.3005 0.6344 -0.3312 0.1 2.5 -0.6
C 1.0194 0.5205 0.3089 2.2 -0.3 1.3
C 0.4894 0.4440 1.4058 1.4 0.3 -3.8
N 3.2544 1.1895 -0.7327 -1.8 -1.9 0.7
S -1.8363 -1.0674 -1.1890 -1.8 0.5 0.9
H -1.9635 -1.1201 0.3499 -0.7 0.4 -3.4
H -0.1101 0.0504 2.1068 -1.8 -0.6 2.4
H -3.1539 -0.6513 -1.9184 2.4 -0.9 2.4
```
Positions in Å, forces in eV/Å.



2.
C4H11N3O as an isolated structure at a distorted geometry, computed with the ωB97M-V functional and the def2-TZVPD basis.

ΔE to the lowest compared entry with this formula, charge and spin: 149.8 kcal/mol
2S+1: 1
orbital gap: 9.0 eV
E_tot: -10838.7169 eV

The geometry in XYZ format:
```
19
Properties=species:S:1:pos:R:3:forces:R:3
C 0.2132 2.3897 0.3359 2.1 3.2 2.4
C -0.4132 1.1700 0.9177 -3.4 -0.9 -2.9
C 1.7162 -0.6282 -0.9611 0.3 4.0 0.7
C -1.1147 -1.2076 -0.0572 2.4 3.7 0.8
H -0.4705 3.3900 0.6298 2.2 -2.6 -0.4
H 1.3093 2.4155 0.7909 -2.1 0.7 -0.8
H 0.3779 2.4852 -0.7144 -0.4 -0.5 -0.8
H -0.0378 0.9256 1.8990 -0.9 0.7 0.9
H -1.4875 1.3242 0.5340 0.6 -0.3 2.4
H 1.2142 -1.4921 -1.4613 1.2 0.6 0.3
H 1.2285 0.4730 -1.5695 2.0 -3.5 1.7
H 2.9664 -0.5458 -0.7884 -3.8 -0.6 -0.7
H -0.9061 -3.1769 -0.2314 -2.0 -2.3 -0.2
H 0.3543 -2.4007 0.4498 -1.0 0.1 -1.5
H -3.0933 -1.4160 0.0518 1.3 0.2 -1.0
N -0.2129 -0.0383 0.1660 0.6 -2.6 -1.2
N -0.4244 -2.3542 -0.2740 3.0 1.0 2.2
N -2.2681 -0.8113 -0.1537 -5.2 -0.3 0.7
O 1.0486 -0.5019 0.4363 3.1 -0.5 -2.6
```
Positions in Å, forces in eV/Å.



3.
A single C36H57N5O8 molecule at a distorted geometry, computed with the ωB97M-V functional and the def2-TZVPD basis.

ΔE to the lowest compared entry with this formula, charge and spin: 0.7 kcal/mol
2S+1: 1
orbital gap: 8.8 eV
E_tot: -62090.7524 eV

The geometry in XYZ format:
```
106
Properties=species:S:1:pos:R:3:forces:R:3
C -0.2196 4.2227 3.3545 -0.2 0.0 -0.3
H -0.1770 4.3719 4.4295 0.0 0.0 0.1
H 0.6568 4.6990 2.9198 0.1 0.1 0.0
H -0.1729 3.1551 3.1556 0.0 -0.1 0.0
C -1.5236 4.8079 2.8048 -0.1 0.0 0.6
C -1.6117 6.3074 3.1112 0.0 -0.3 -0.3
H -0.7502 6.8446 2.7210 0.1 0.1 0.0
H -2.5117 6.7238 2.6647 -0.1 0.1 0.0
H -1.6500 6.4609 4.1858 0.0 0.0 0.1
C -2.7137 4.0749 3.4277 0.3 0.2 -0.3
H -3.6429 4.4796 3.0362 -0.1 0.1 0.0
H -2.6616 3.0197 3.1753 0.0 -0.1 0.0
H -2.7020 4.1846 4.5077 0.0 0.0 0.1
O -1.6824 4.5666 1.3985 0.0 -0.2 -0.1
C -0.7537 5.1139 0.4986 0.1 0.1 -0.3
H 0.0824 5.6061 1.0019 0.0 0.0 0.0
H -1.2662 5.8504 -0.1349 0.1 0.0 0.1
C -0.2041 3.9988 -0.4132 0.0 0.3 0.1
C 0.5913 3.0152 0.3753 -0.4 -0.5 0.0
N 0.1642 1.8885 0.8379 -0.8 0.8 -0.8
N 1.1995 1.3087 1.4790 1.2 -0.4 0.7
C 2.2045 2.1115 1.3724 -0.4 -0.4 0.5
O 1.8866 3.2276 0.6850 0.2 0.2 0.0
C 3.5799 1.8614 1.8930 0.3 0.4 0.2
N 3.5267 0.8022 2.8746 0.1 -0.1 -0.2
C 2.9316 1.0865 4.0771 0.3 -0.1 -0.2
O 2.7980 2.2093 4.5006 -0.2 0.3 0.1
O 2.6002 -0.0490 4.6940 0.0 -0.3 0.0
C 1.9455 -0.0202 5.9867 -0.3 0.1 0.6
C 2.8641 0.6092 7.0331 0.0 0.0 -0.3
H 3.8112 0.0752 7.0680 0.1 -0.1 0.0
H 3.0563 1.6491 6.7846 0.0 0.0 0.1
H 2.3937 0.5592 8.0111 -0.1 0.0 0.1
C 0.6222 0.7384 5.8848 0.3 0.0 -0.1
H 0.8074 1.7887 5.6785 -0.1 0.0 0.0
H 0.0756 0.6505 6.8196 -0.1 -0.1 0.1
H 0.0198 0.3248 5.0790 -0.1 -0.1 -0.1
C 1.6947 -1.4941 6.3062 0.1 0.4 -0.3
H 1.2046 -1.5875 7.2707 -0.1 0.0 0.1
H 1.0635 -1.9368 5.5407 -0.1 -0.1 -0.1
H 2.6371 -2.0346 6.3320 0.1 -0.1 0.0
H 3.3292 -0.1172 2.5040 -0.1 0.0 0.1
H 3.9375 2.7621 2.4058 0.0 -0.2 -0.1
C 4.5197 1.4902 0.7269 -0.2 0.0 0.0
C 3.8348 0.5354 -0.2125 0.3 -0.1 0.0
C 3.8781 -0.8351 -0.0175 0.1 0.3 0.0
C 3.1748 -1.7071 -0.8325 -0.2 -0.4 -0.1
C 2.3907 -1.2195 -1.8733 0.1 0.4 0.1
C 2.3525 0.1656 -2.0748 -0.1 -0.2 -0.1
C 3.0633 1.0197 -1.2648 0.1 -0.1 0.0
H 3.0189 2.0815 -1.4614 0.0 0.1 0.0
H 1.7453 0.5598 -2.8740 -0.1 0.0 -0.1
O 1.6173 -1.9220 -2.7357 -0.1 0.1 0.0
C 1.7015 -3.3339 -2.9692 0.1 -0.7 -0.3
C 3.1363 -3.7660 -3.2933 -0.2 0.3 0.1
H 3.5704 -3.0806 -4.0188 0.1 0.0 -0.1
H 3.1243 -4.7648 -3.7217 0.0 -0.1 0.0
H 3.7718 -3.7798 -2.4134 0.1 0.0 0.0
C 0.8301 -3.5235 -4.2174 0.2 0.2 0.3
H 1.2436 -2.9608 -5.0506 0.1 0.0 -0.1
H 0.7777 -4.5748 -4.4848 0.0 -0.1 0.0
H -0.1721 -3.1574 -4.0148 -0.2 0.0 0.0
C 1.1017 -4.1508 -1.8215 0.0 0.4 -0.1
H 0.0552 -3.8883 -1.6849 -0.1 0.0 0.0
H 1.1655 -5.2087 -2.0643 0.0 -0.1 0.0
H 1.6193 -3.9823 -0.8827 0.1 0.0 0.1
H 3.2448 -2.7618 -0.6259 0.0 -0.1 0.0
H 4.4820 -1.2433 0.7817 0.1 -0.1 0.1
H 5.4228 1.0497 1.1505 0.0 0.1 0.0
H 4.7880 2.4044 0.1952 0.0 0.0 0.0
N -1.3080 3.3058 -1.0372 0.1 0.5 0.3
C -1.0574 2.4005 -2.0233 -0.8 0.0 -0.1
O -0.0195 2.3964 -2.6478 0.5 0.0 -0.1
C -2.2034 1.4249 -2.2543 0.2 -0.1 -0.2
C -2.1555 0.3590 -1.1348 0.0 -0.2 0.0
H -1.6098 0.7365 -0.2680 -0.1 0.0 0.0
C -1.4706 -0.9075 -1.6313 0.1 0.0 0.4
N -2.2389 -1.4828 -2.7179 0.0 0.1 -0.1
C -2.5679 -2.7901 -2.6934 0.1 0.2 0.0
O -2.1626 -3.5688 -1.8543 -0.1 -0.4 0.2
O -3.3793 -3.1010 -3.7257 0.0 0.2 0.0
C -3.8139 -4.4644 -3.9246 -0.2 -0.6 0.0
C -4.6422 -4.9395 -2.7306 0.2 0.2 -0.1
H -5.0306 -5.9352 -2.9257 -0.1 -0.1 -0.1
H -4.0240 -4.9674 -1.8377 0.0 -0.1 0.0
H -5.4759 -4.2611 -2.5612 -0.1 0.0 0.0
C -4.6822 -4.3950 -5.1825 0.3 0.2 0.3
H -5.5119 -3.7110 -5.0246 -0.1 0.1 0.0
H -5.0732 -5.3800 -5.4191 0.0 -0.1 0.0
H -4.0936 -4.0345 -6.0220 0.1 0.0 -0.1
C -2.6135 -5.3823 -4.1572 -0.1 0.3 0.1
H -1.9920 -5.4150 -3.2670 0.0 -0.1 0.0
H -2.0186 -5.0141 -4.9905 0.1 0.0 -0.1
H -2.9600 -6.3863 -4.3861 -0.1 -0.1 -0.1
C -2.8015 -0.5674 -3.6906 -0.2 0.2 -0.4
H -3.8736 -0.4264 -3.4951 0.0 0.0 -0.1
C -2.0782 0.7701 -3.6332 -0.1 0.0 0.1
H -1.0199 0.6234 -3.8529 0.0 0.0 -0.1
H -2.4857 1.4323 -4.3980 0.1 0.0 0.0
H -2.7032 -1.0073 -4.6872 -0.1 0.1 0.1
H -1.4163 -1.6557 -0.8384 0.1 0.1 -0.1
H -0.4531 -0.6851 -1.9644 0.0 0.0 0.1
H -3.1708 0.1085 -0.8208 0.0 0.0 0.0
H -3.1431 1.9804 -2.1827 0.0 0.0 0.0
H -2.0852 3.1499 -0.4107 0.0 -0.1 -0.1
H 0.4363 4.4278 -1.1920 -0.1 0.0 0.1
```
Positions in Å, forces in eV/Å.



4.
C40H53N2O3PSSiZr as an isolated structure, computed with the ωB97M-V functional and the def2-TZVPD basis.

ΔE to the lowest compared entry with this formula, charge and spin: 0.0 kcal/mol
2S+1: 1
orbital gap: 7.8 eV
charge: +2
E_tot: -80741.5344 eV

The geometry in XYZ format:
```
102
Properties=species:S:1:pos:R:3:forces:R:3
Zr 0.1958 -0.0618 1.6967 -0.2 -0.4 0.2
C 0.2234 0.5552 4.1507 0.0 0.1 -0.1
C 0.0306 -0.8459 4.0930 0.0 0.0 -0.1
C 1.1946 -1.4321 3.5505 -0.1 0.1 0.0
C 2.0958 -0.3923 3.2419 0.1 0.1 0.0
C 1.5009 0.8365 3.6264 0.0 0.1 -0.1
H -0.4816 1.2815 4.5257 0.0 0.0 0.0
H -0.8423 -1.3830 4.4308 0.0 0.0 0.0
H 1.3517 -2.4827 3.3777 0.0 -0.1 0.0
H 3.0698 -0.5181 2.7975 0.1 0.0 0.0
H 1.9490 1.8140 3.5421 0.0 0.0 0.0
N -2.1201 -0.0098 2.0613 0.0 0.2 0.0
C -2.6221 1.2596 2.5613 0.0 0.0 0.0
C -3.5074 1.3126 3.6243 0.0 0.0 0.0
C -3.9794 2.5451 4.0565 0.0 0.0 0.0
C -3.5777 3.7134 3.4239 0.0 0.0 0.0
C -2.6910 3.6571 2.3586 0.0 0.0 0.0
C -2.2005 2.4290 1.9240 0.0 -0.1 0.0
P -1.0048 2.2072 0.5783 0.1 0.0 0.3
C -1.9624 1.7860 -0.8887 0.1 0.0 -0.1
C -1.4071 0.9438 -1.8531 -0.1 0.0 0.0
C -2.1249 0.6562 -3.0038 0.0 0.0 0.0
C -3.3965 1.1839 -3.1830 0.0 0.0 0.0
C -3.9554 2.0111 -2.2160 0.0 0.0 0.0
C -3.2378 2.3178 -1.0710 0.0 0.0 0.0
C -0.2383 3.8192 0.3151 0.0 0.0 0.0
C 0.4344 4.4278 1.3768 0.0 0.0 0.0
C 1.0532 5.6525 1.1938 0.0 0.0 0.0
C 1.0136 6.2695 -0.0522 0.0 0.0 0.0
C 0.3509 5.6648 -1.1096 0.0 0.0 0.0
C -0.2777 4.4390 -0.9304 0.0 0.0 0.0
H -2.6835 -0.2794 1.1980 0.1 -0.1 0.0
H -2.3537 -0.7338 2.7364 0.0 -0.1 0.0
H -3.8360 0.4003 4.1107 0.0 0.0 0.0
H -4.6683 2.5914 4.8903 0.0 0.0 0.0
H -3.9524 4.6697 3.7645 0.0 0.0 0.0
H -2.3674 4.5685 1.8707 0.0 0.0 0.0
H -0.4208 0.5135 -1.7199 0.0 0.0 0.0
H -1.6921 0.0178 -3.7634 0.0 0.0 0.0
H -3.9547 0.9515 -4.0811 0.0 0.0 0.0
H -4.9466 2.4222 -2.3586 0.0 0.0 0.0
H -3.6729 2.9664 -0.3188 0.0 0.0 0.0
H 0.4580 3.9538 2.3535 0.0 0.0 0.0
H 1.5635 6.1293 2.0205 0.0 0.0 0.0
H 1.4985 7.2264 -0.1945 0.0 0.0 0.0
H 0.3163 6.1485 -2.0770 0.0 0.0 0.0
H -0.7995 3.9729 -1.7572 0.0 0.0 0.0
C 4.0312 0.0538 -0.7051 0.0 0.0 0.0
C 2.7565 0.8037 -0.3778 0.1 0.1 0.0
C 2.9874 1.8082 0.7324 0.0 -0.1 0.0
C 2.1586 1.4718 -1.6011 0.0 -0.1 0.0
O 1.7359 -0.1870 0.1515 0.1 0.1 -0.2
Si 1.5081 -1.7801 -0.4572 0.0 -0.2 0.0
S -0.2556 -2.2263 0.6366 0.0 0.2 0.1
O 2.7841 -2.6649 -0.1080 -0.1 0.0 0.0
C 3.3274 -3.8339 0.5781 0.0 0.0 0.1
C 2.2068 -4.7637 1.0077 -0.1 0.0 0.0
C 4.1059 -3.3186 1.7765 0.0 0.0 0.0
C 4.2590 -4.5221 -0.4040 0.0 0.1 -0.1
O 1.2279 -1.5868 -2.0284 0.1 0.0 0.1
C 1.4251 -2.4827 -3.1718 -0.1 0.0 0.0
C 2.8855 -2.4298 -3.5883 0.0 0.0 0.0
C 0.9921 -3.8881 -2.7810 0.0 0.0 0.0
C 0.5268 -1.9313 -4.2639 -0.1 0.0 0.0
H 4.7847 0.7784 -1.0165 0.0 0.0 0.0
H 3.8871 -0.6518 -1.5249 0.0 0.0 0.0
H 4.4086 -0.4825 0.1659 0.0 0.0 0.0
H 3.6006 2.6270 0.3580 0.0 0.0 0.0
H 3.5069 1.3603 1.5783 0.0 0.0 0.0
H 2.0434 2.2541 1.0580 0.0 0.0 0.0
H 2.8745 2.1913 -1.9997 0.0 0.0 0.0
H 1.2523 2.0205 -1.3427 0.0 0.0 0.0
H 1.9315 0.7394 -2.3748 0.0 0.0 0.0
H 1.5440 -4.2855 1.7305 0.0 0.0 0.0
H 2.6341 -5.6537 1.4696 0.0 0.0 0.0
H 1.6064 -5.0801 0.1529 0.0 0.0 0.0
H 3.4424 -2.8172 2.4820 0.0 0.0 0.0
H 4.8828 -2.6208 1.4586 0.0 0.0 0.0
H 4.5862 -4.1470 2.2983 0.0 0.0 0.0
H 3.7126 -4.8812 -1.2762 0.0 0.0 0.0
H 4.7340 -5.3788 0.0749 0.0 0.0 0.0
H 5.0414 -3.8368 -0.7336 0.0 0.0 0.0
H 3.5324 -2.7744 -2.7815 0.0 0.0 0.0
H 3.1680 -1.4134 -3.8704 0.0 0.0 0.0
H 3.0460 -3.0745 -4.4537 0.0 0.0 0.0
H 1.6336 -4.2900 -1.9941 0.0 0.0 0.0
H 1.0607 -4.5548 -3.6409 0.0 0.0 0.0
H -0.0430 -3.8859 -2.4317 0.0 0.0 0.0
H 0.7675 -0.8870 -4.4712 0.0 0.0 0.0
H -0.5201 -2.0067 -3.9609 0.0 0.0 0.0
H 0.6596 -2.5050 -5.1817 0.0 0.0 0.0
C -5.9513 -1.6563 -1.6250 0.0 0.0 0.0
C -6.1766 -0.7246 -0.6219 0.0 0.0 0.0
C -5.1152 -0.3562 0.1845 0.0 0.0 0.0
N -3.8817 -0.8535 0.0455 0.0 0.0 0.0
C -3.6742 -1.7458 -0.9261 0.0 0.0 0.0
C -4.6763 -2.1757 -1.7797 0.0 0.0 0.0
H -6.7584 -1.9733 -2.2728 0.0 0.0 0.0
H -7.1553 -0.2938 -0.4616 0.0 0.0 0.0
H -5.2562 0.3713 0.9784 0.0 0.0 0.0
H -2.6635 -2.1276 -1.0172 0.0 0.0 0.0
H -4.4574 -2.9068 -2.5460 0.0 0.0 0.0
```
Positions in Å, forces in eV/Å.



Question: Which value of E_tot does entry 3 give?
Answer: -62090.7524 eV



Question: Which value of E_tot does entry 4 give?
Answer: -80741.5344 eV



Question: What is the 2S+1 in the fourth record?
Answer: 1